Entry 1:
Entry from the OMol25 dataset: 4 unconnected molecules or ions with the total composition C5H19N2O4 in a non-equilibrium geometry (the ωB97M-V functional and the def2-TZVPD basis).

Calculated values
Energy relative to the best compared isomer or geometry (same formula, charge and spin)   135.8 kJ/mol
2S+1   1
HOMO-LUMO gap   7.800 eV
Net charge   -1
HOMO level   -4.3 eV

Each line ends with the natural charge from an NBO analysis.
CARTESIAN COORDINATES (ANGSTROEM)
C (-2.18754, -1.84480, 0.62922)  -0.424
N (-1.31563, -0.81481, 0.11592)  -0.729
C (-0.24475, -0.49819, 1.00913)  -0.059
C (0.46481, 0.79460, 0.50645)  -0.424
C (0.66886, 1.91959, 1.51216)  -0.200
N (0.96525, 3.13716, 0.82377)  -0.881
C (0.77133, -1.62714, 1.16126)  -0.072
O (0.91283, -2.38369, -0.05699)  -0.762
H (-3.23514, -1.50898, 0.77096)  0.177
H (-2.03576, -2.14131, 1.66678)  0.174
H (-2.22917, -2.72203, -0.02745)  0.163
H (0.01440, -2.47961, -0.39721)  0.486
H (-0.57571, -0.20695, 2.02281)  0.135
H (-0.17518, 1.23403, -0.26111)  0.256
H (1.36461, 0.46168, -0.02324)  0.188
H (1.38186, 1.68710, 2.30323)  0.174
H (-0.29702, 1.95084, 2.05073)  0.151
H (0.32287, 3.40735, 0.09785)  0.377
H (1.49303, 3.91407, 1.15212)  0.365
H (1.77958, -1.30058, 1.34804)  0.171
H (0.46893, -2.34591, 1.93389)  0.144
H (-1.70309, -0.01900, -0.51921)  0.468
H (-2.71379, 0.69930, -1.99540)  0.416
O (-2.04356, 1.14549, -1.46641)  -1.248
H (0.42298, 0.83716, -2.92208)  0.451
H (-1.08576, 0.96661, -3.00273)  0.514
O (-0.29402, 0.74589, -3.55328)  -1.008
H (2.88572, -1.49502, -1.03261)  0.489
H (2.78999, -0.53113, -2.20264)  0.472
O (3.42907, -0.98168, -1.64397)  -0.962

=====

Entry 2:
Entry from the OMol25 dataset: 4 unconnected molecules or ions with the total composition C5H19N2O4 in a non-equilibrium geometry (the ωB97M-V functional and the def2-TZVPD basis).

Calculated values
Energy relative to the best compared isomer or geometry (same formula, charge and spin)   208.0 kJ/mol
2S+1   2
HOMO-LUMO gap (alpha / beta)   10.313 / 5.647 eV
Net charge   +2
HOMO level (alpha / beta)   -17.6 / -17.6 eV
⟨S²⟩   0.765

Each line ends with the natural charge from an NBO analysis.
CARTESIAN COORDINATES (ANGSTROEM)
N (0.54540, -2.64188, 1.07693)  -0.735
C (-0.60957, -1.64763, 0.72175)  -0.313
C (-0.07687, -0.58490, -0.28652)  0.609
N (-0.84386, 0.51825, -0.62908)  -0.055
C (-2.30854, 0.57824, -0.37872)  -0.275
C (-2.80086, 1.98086, 0.01558)  -0.653
C (-0.27818, 1.67946, -1.25308)  -0.484
O (1.09654, -0.55091, -0.56026)  -0.388
H (1.65340, -2.55563, 0.84273)  0.485
H (0.27188, -3.57722, 0.76523)  0.444
H (0.55579, -2.77045, 2.09683)  0.444
H (-1.26268, -2.32984, 0.17062)  0.276
H (-0.88753, -1.13278, 1.63587)  0.274
H (-2.87744, 0.16836, -1.20970)  0.303
H (-2.58239, -0.08648, 0.45204)  0.248
H (-1.97310, 2.48206, 0.51471)  0.253
H (-3.05528, 2.59013, -0.85969)  0.243
H (-3.81573, 2.03830, 0.42184)  0.291
H (0.73689, 1.86655, -0.90627)  0.276
H (-0.88009, 2.55326, -1.02613)  0.280
H (-0.22826, 1.61741, -2.35360)  0.311
H (3.77938, 0.79684, -1.71773)  0.495
H (2.93055, -0.02192, -2.78950)  0.490
O (3.20418, 0.04314, -1.88153)  -0.979
H (0.16351, 2.58998, 1.70920)  0.496
H (-0.00174, 1.09754, 1.48398)  0.432
O (-0.40376, 1.83556, 1.91823)  -0.893
H (3.11270, -1.94367, -0.05832)  0.517
H (3.67527, -2.06514, 1.37887)  0.519
O (3.16038, -2.52746, 0.70573)  -0.909

=====

Entry 3:
Entry from the OMol25 dataset: 5 unconnected molecules or ions with the total composition C5H19NO6 in a non-equilibrium geometry (the ωB97M-V functional and the def2-TZVPD basis).

Calculated values
Energy relative to the best compared isomer or geometry (same formula, charge and spin)   148.7 kJ/mol
2S+1   1
HOMO-LUMO gap   9.472 eV
SMILES string   CCN[C@H](C)C(=O)O.O.O.O.O
HOMO level   -9.2 eV

Each line ends with the natural charge from an NBO analysis.
CARTESIAN COORDINATES (ANGSTROEM)
C (-0.22252, -0.98564, 1.80455)  -0.627
C (1.25584, -1.35064, 1.89768)  -0.211
N (1.84810, -1.73539, 0.63627)  -0.661
C (2.00191, -0.89252, -0.54710)  -0.161
C (2.39681, 0.56181, -0.29622)  -0.626
C (0.74144, -1.08548, -1.36200)  0.819
O (-0.12723, -0.26056, -1.53008)  -0.638
O (0.69893, -2.20463, -2.10901)  -0.661
H (-0.82677, -1.89195, 1.66487)  0.201
H (-0.36602, -0.47141, 0.86083)  0.216
H (-0.52126, -0.33222, 2.61491)  0.219
H (1.72629, -0.43528, 2.28319)  0.165
H (1.48515, -2.08223, 2.67145)  0.204
H (2.42790, -2.54997, 0.68365)  0.384
H (2.84070, -1.29834, -1.10702)  0.218
H (3.47811, 0.65551, -0.20533)  0.218
H (2.03201, 1.24975, -1.03942)  0.237
H (1.98867, 0.90257, 0.66504)  0.221
H (1.23855, -2.90208, -1.70645)  0.489
O (-1.29146, 2.06434, 2.93128)  -0.951
H (-2.18652, 2.18948, 2.59896)  0.480
H (-1.39100, 1.60323, 3.77143)  0.473
O (-0.73886, 3.82536, 0.42160)  -0.965
H (-0.52947, 3.68632, 1.35261)  0.468
H (-1.21191, 3.00490, 0.17628)  0.487
O (-3.10266, -1.36383, -1.79342)  -0.954
H (-3.40108, -1.74612, -0.96670)  0.463
H (-2.29572, -0.86652, -1.62363)  0.489
O (-1.84928, 1.90841, -1.28634)  -0.977
H (-1.00535, 1.42981, -1.29525)  0.499
H (-2.06606, 2.11656, -2.20699)  0.483

=====

- 2S+1 of number 3 (C5H19NO6)?
  1

=====

- Which of these has the highest 2S+1?
  number 2

=====

- Which of these has the highest 2S+1?
  number 2

=====

- Which formula does entry 3 have?
  C5H19NO6